Entry 1:
Formula: C21H24N4O4
Source: the OMol25 dataset
Level of theory: ωB97M-V/def2-TZVPD

ORCA input file:
```
! wB97M-V def2-TZVPD RIJCOSX def2/J DEFGRID3
* xyz 0 1
C -1.11021 -3.72640 0.85853
C 0.31744 -3.29939 1.17422
C 0.39207 -2.31406 2.34919
C -0.16317 -0.98300 1.97852
C -1.50262 -0.55474 1.98557
C -1.47349 0.73380 1.49019
C -2.59705 1.67614 1.20276
N -3.70536 0.96384 0.58700
C -4.95470 0.90261 1.30756
C -3.55410 0.23151 -0.53485
O -4.41930 -0.49088 -0.99459
C -2.24260 0.36393 -1.23323
C -1.43256 -0.69425 -1.72052
C -0.42499 -0.05104 -2.38011
C 0.77089 -0.54048 -3.13451
O 1.59649 -1.40112 -2.38382
C 2.32601 -0.88521 -1.34969
C 3.17071 -1.78872 -0.70235
C 3.95306 -1.37332 0.35510
C 3.91487 -0.05921 0.78746
C 3.06694 0.84435 0.15798
C 2.90860 2.24144 0.62171
C 4.07429 2.86014 1.34513
O 1.87716 2.85709 0.43554
C 2.27919 0.42870 -0.91625
O -0.62393 1.27582 -2.30262
N -1.74728 1.51976 -1.59754
N -0.17777 1.00520 1.22321
N 0.61911 -0.01868 1.52196
H -1.55699 -4.22789 1.71498
H -1.72434 -2.86422 0.61014
H -1.12357 -4.41387 0.01531
H 0.90985 -4.18335 1.42121
H 0.76652 -2.82867 0.29744
H -0.15653 -2.72080 3.20145
H 1.43744 -2.17727 2.63048
H -2.36164 -1.10655 2.30902
H -2.24970 2.48038 0.54674
H -2.96907 2.11959 2.13051
H -4.81121 0.45548 2.29376
H -5.64340 0.28798 0.73059
H -5.37165 1.90469 1.42339
H -1.58207 -1.74408 -1.59244
H 0.44263 -1.14905 -3.98359
H 1.33190 0.32556 -3.50914
H 3.19084 -2.81042 -1.04752
H 4.59737 -2.08419 0.85030
H 4.51482 0.24353 1.63020
H 3.93797 3.93719 1.40345
H 5.01096 2.62588 0.84671
H 4.10954 2.46138 2.35765
H 1.64169 1.16510 -1.37869
H 0.23418 1.85584 0.85315
*
```

## Properties
Energy, Eh: -1334.5786
E_HOMO, eV: -8.717
Relative energy (zero: lowest compared OMol25 entry of this formula, charge and spin), kcal per mole: 87.1

=====

Entry 2:
Formula: C22H28FNO2
Source: the OMol25 dataset
Level of theory: ωB97M-V/def2-TZVPD

ORCA input file:
```
! wB97M-V def2-TZVPD RIJCOSX def2/J DEFGRID3
* xyz 0 1
C -4.74370 -1.73792 -1.05618
C -5.33314 -0.38785 -0.65518
O -4.64690 0.20908 0.42545
C -3.45386 0.83435 0.21318
C -2.83782 1.01655 -1.01883
C -1.62608 1.68359 -1.09399
C -0.99791 2.17591 0.03850
C 0.33314 2.86960 -0.03785
N 1.42220 1.98998 0.37583
C 2.64940 2.74165 0.56905
C 3.74360 1.83743 1.12269
C 3.98532 0.66563 0.17997
C 2.68290 -0.08312 -0.13379
C 2.94694 -1.07516 -1.27868
O 3.44027 -0.38390 -2.40893
C 2.20561 -0.84682 1.12162
C 1.01412 -1.72843 0.89715
C -0.27883 -1.24860 1.06986
C -1.38274 -2.05580 0.85945
C -1.21909 -3.37483 0.47277
C 0.05604 -3.88878 0.31243
C 1.14237 -3.06335 0.53031
F 2.38244 -3.59611 0.38521
C 1.63111 0.93090 -0.59756
C -1.62319 1.99328 1.26835
C -2.83164 1.33741 1.35797
H -3.71319 -1.63114 -1.38690
H -5.33176 -2.16858 -1.86214
H -4.76295 -2.41494 -0.20564
H -6.35324 -0.52606 -0.28490
H -5.36988 0.29265 -1.51473
H -3.28522 0.65131 -1.92995
H -1.16583 1.82086 -2.06242
H 0.49735 3.25211 -1.06194
H 0.32742 3.72433 0.64520
H 2.99469 3.19274 -0.38023
H 2.44935 3.55223 1.27592
H 4.66311 2.41450 1.23888
H 3.44710 1.47705 2.10811
H 4.38767 1.04015 -0.76306
H 4.71639 -0.02230 0.60980
H 2.01167 -1.59136 -1.53858
H 3.67746 -1.82319 -0.94384
H 3.64038 -1.02760 -3.09516
H 3.03649 -1.45298 1.48953
H 1.94303 -0.10378 1.87334
H -0.41512 -0.22427 1.37886
H -2.37128 -1.65041 1.00792
H -2.07687 -4.00844 0.30513
H 0.21985 -4.91644 0.02751
H 1.96511 1.34423 -1.56533
H 0.68015 0.41710 -0.75617
H -1.15073 2.37077 2.16323
H -3.32168 1.19680 2.30877
*
```

## Properties
Energy, Eh: -1160.2236
E_HOMO, eV: -8.419
Relative energy (zero: lowest compared OMol25 entry of this formula, charge and spin), kcal per mole: 0.0